[1]
A 13-piece molecular cluster, C54H146N12O15 overall in a non-equilibrium geometry. Source: the Open Molecules 2025 dataset; level of theory: the ωB97M-V functional and the def2-TZVPD basis.

```
227
Properties=species:S:1:pos:R:3:forces:R:3:lowdin_charge:R:1
O -15.36702 -26.00355 30.74771 -0.21 -0.42 0.22 -0.196
O -16.82338 -18.48803 30.75172 -0.51 0.06 0.23 -0.101
O -12.85995 -21.89220 26.39087 0.82 -0.16 0.62 -0.201
O -20.95419 -16.32649 21.08446 0.26 0.54 -0.46 -0.229
O -21.96819 -22.00173 23.79543 -1.10 -0.25 0.91 -0.271
O -18.97415 -18.60376 26.36828 1.10 0.50 -1.46 -0.191
O -14.60274 -21.43464 19.51129 0.17 -1.40 -1.18 -0.185
O -17.82545 -22.89092 28.22002 -0.22 1.95 0.12 -0.200
O -23.95735 -17.89418 24.63681 0.59 0.30 -0.18 -0.211
O -21.21079 -17.97872 31.39992 0.02 0.67 0.31 -0.203
O -23.50306 -21.20707 27.88622 -1.01 1.19 -0.60 -0.244
O -18.87538 -17.13219 17.02779 0.16 1.04 -0.62 -0.203
O -20.48130 -13.45334 27.68237 -0.80 0.84 0.62 -0.204
O -16.84389 -13.11958 24.75260 0.95 0.83 0.33 -0.190
O -11.48672 -16.52912 25.44408 0.63 0.94 2.04 -0.179
N -24.80073 -23.52050 30.43989 -0.11 -0.86 0.64 0.005
N -16.88582 -17.89308 23.23975 0.25 0.33 0.25 0.060
N -13.30895 -22.91125 22.76480 -1.28 -0.05 0.49 0.031
N -16.10758 -19.22175 20.68091 0.17 -0.92 -0.94 0.056
N -25.39755 -23.11863 22.54530 1.10 -0.44 -0.21 0.031
N -22.33645 -19.38161 22.38940 -0.21 0.20 -1.02 0.075
N -14.90176 -15.87684 24.27386 -0.68 0.12 -1.81 0.043
N -24.73750 -14.35086 24.18328 0.69 -0.46 0.81 0.035
N -20.95454 -16.06581 29.49197 1.48 0.13 -0.59 -0.048
N -16.04946 -25.36816 28.11732 -1.65 0.29 -0.38 -0.050
N -17.85317 -16.72963 20.57079 -0.37 -0.98 -0.36 0.025
N -16.94520 -14.46487 22.15103 0.11 -0.14 -0.04 0.047
C -17.20131 -24.93768 27.28472 0.96 0.88 -0.15 -0.234
C -17.92037 -16.43965 19.14051 0.63 0.75 0.11 -0.402
C -13.94378 -22.70952 19.52012 -0.79 0.04 -1.04 -0.117
C -13.57167 -22.25255 25.22803 -0.54 1.10 -0.51 -0.200
C -14.17545 -20.62863 20.53729 0.58 0.24 0.65 -0.289
C -16.35015 -18.25099 29.42879 0.87 -1.15 0.51 -0.298
C -19.49378 -18.03066 16.11729 0.08 -0.76 1.15 -0.117
C -21.81653 -19.00978 30.65846 0.45 0.06 -0.05 -0.117
C -22.27643 -21.65647 27.36960 -0.29 -0.69 0.96 -0.103
C -13.80939 -15.85122 25.16169 0.45 -0.22 2.13 -0.413
C -20.14107 -14.79723 27.41056 -0.36 0.33 0.41 -0.194
C -26.16495 -22.71648 28.56220 1.36 -0.88 -1.22 -0.050
C -18.34409 -21.53662 28.09310 0.18 -0.73 -0.85 -0.072
C -20.68035 -22.57828 23.67797 0.06 -0.20 -0.83 -0.207
C -16.60316 -19.99691 24.40278 0.27 0.02 0.59 -0.048
C -17.86119 -13.40332 22.54321 0.09 0.42 1.24 -0.358
C -16.08623 -12.22537 25.58013 -0.17 -0.93 0.45 -0.105
C -21.27727 -18.43467 22.02283 -1.02 -1.25 1.32 -0.416
C -23.80768 -15.50045 24.14261 1.75 0.15 -1.62 -0.391
C -12.64202 -16.72671 24.71915 -0.62 -1.27 -0.86 -0.227
C -14.03788 -18.27734 21.45419 -0.09 -0.08 -0.97 -0.049
C -21.21638 -15.66860 28.10968 -0.53 0.50 0.60 -0.177
C -20.20629 -18.78775 25.72549 -0.87 -0.57 0.83 -0.120
C -14.44351 -16.15901 26.56335 1.66 0.51 0.30 -0.040
C -19.81933 -16.97415 29.57656 -0.50 -0.41 0.93 -0.206
C -16.50289 -16.29909 18.60240 0.36 -0.46 -1.05 -0.048
C -12.13164 -20.93885 23.51570 -0.53 -0.46 1.49 -0.050
C -15.24779 -19.29589 29.11885 -0.32 0.64 -0.07 -0.084
C -17.54455 -18.79837 24.16920 -0.24 -1.05 0.31 -0.382
C -19.89469 -17.62374 30.99228 0.96 0.14 -0.45 -0.192
C -10.30873 -17.17152 25.03014 -0.44 0.40 -1.24 -0.099
C -24.01800 -18.98152 25.56572 -0.12 1.10 0.68 -0.081
C -16.24494 -26.74937 28.57212 0.93 0.83 -0.19 -0.253
C -14.68525 -19.24713 20.37301 0.31 2.04 2.12 -0.397
C -20.07503 -19.23413 21.53621 -0.16 0.98 -0.44 -0.035
C -22.27652 -15.07952 24.22114 -0.78 -0.04 0.50 -0.032
C -22.96520 -22.79368 23.09629 0.52 -0.19 -0.09 -0.172
C -18.82531 -17.45700 18.43058 0.35 0.19 -1.25 -0.149
C -19.17293 -14.03448 23.06895 -0.25 -0.08 0.11 -0.048
C -24.84036 -22.72630 24.88378 0.09 -0.27 0.05 -0.065
C -24.19117 -16.57919 25.13930 -0.12 0.00 -0.25 -0.184
C -17.22115 -12.43182 23.58906 -0.93 0.06 -0.38 -0.230
C -15.21351 -26.90467 29.64013 0.48 -0.27 0.75 -0.243
C -24.70660 -22.99132 29.09709 -0.84 2.07 1.41 -0.389
C -19.73002 -12.47548 27.00182 0.11 -0.69 0.26 -0.098
C -17.24412 -23.38216 27.02783 -0.77 -2.63 -0.13 -0.231
C -21.35008 -15.28651 20.22534 1.86 0.63 0.20 -0.112
C -12.67413 -22.34450 23.94600 0.47 0.40 -0.34 -0.393
C -16.48556 -26.36842 31.56267 0.11 0.36 -0.53 -0.107
C -24.43636 -22.46268 23.45079 0.14 0.89 0.00 -0.428
C -17.98073 -18.06074 25.46682 0.36 0.47 0.31 -0.148
C -23.90755 -21.62100 29.19001 -0.03 -0.48 -2.16 -0.175
C -21.85164 -17.38596 21.10402 0.13 -0.73 0.09 -0.213
C -13.25175 -22.47599 27.64120 0.37 -0.49 -1.13 -0.084
H -23.86906 -23.60434 30.82077 0.06 -0.13 0.23 0.060
H -15.13946 -15.36924 26.84624 0.00 0.28 -0.18 0.062
H -17.55581 -17.39667 22.66985 -0.49 0.44 0.35 0.035
H -19.82775 -14.47336 22.31616 0.35 0.23 -0.46 0.039
H -14.48336 -18.91289 19.35535 0.29 0.22 -0.15 0.128
H -20.56559 -18.09510 16.30484 -0.16 -0.24 0.17 0.078
H -18.69087 -12.56232 27.31922 0.41 -0.02 -0.44 0.079
H -18.41249 -18.46314 18.50387 0.11 -0.20 0.40 0.121
H -16.29336 -22.98044 26.67744 0.29 0.33 0.65 0.089
H -20.58417 -18.00654 25.06593 0.66 0.42 -0.27 0.071
H -20.18055 -19.57489 20.50624 -0.16 0.12 -0.16 0.077
H -22.72649 -19.32072 31.17168 0.13 0.01 0.11 0.088
H -22.75180 -22.60737 22.04374 -0.46 0.04 -0.39 0.114
H -19.82655 -17.44642 18.86128 -0.15 -0.03 0.13 0.102
H -18.28588 -17.05399 25.18144 -0.52 0.21 -0.36 0.104
H -17.17782 -18.42144 28.74030 -0.15 0.32 0.12 0.090
H -21.91694 -20.11979 22.93640 -0.37 -0.19 0.26 0.034
H -12.61072 -22.05553 28.41605 -0.30 0.29 -0.07 0.085
H -26.09979 -22.28762 27.56224 0.20 0.55 0.07 0.049
H -16.34965 -27.31149 32.09207 0.23 -0.29 -0.15 0.080
H -22.81489 -16.98187 21.41540 -0.36 -0.39 0.35 0.114
H -23.94874 -18.64401 26.59983 0.27 0.36 0.15 0.080
H -12.86352 -22.65957 19.38355 0.22 0.48 0.43 0.083
H -19.39423 -17.83136 15.05030 0.47 1.05 0.23 0.079
H -15.92385 -12.73250 26.53121 0.01 -0.06 -0.03 0.081
H -15.99344 -17.22103 29.42280 0.07 0.06 -0.70 0.106
H -16.66720 -25.61072 32.32490 0.24 0.20 -0.23 0.085
H -16.01800 -15.42294 19.03291 0.14 -0.25 0.39 0.077
H -24.42174 -13.60909 23.57487 -0.01 -0.04 -0.09 0.061
H -11.68976 -20.55151 24.43375 0.71 0.27 -0.25 0.060
H -19.11271 -14.94904 27.73847 0.13 -0.45 0.21 0.115
H -22.09129 -18.67648 29.65770 -0.04 -0.02 -0.29 0.081
H -13.03763 -23.54425 27.60845 -0.13 -0.25 0.06 0.081
H -15.15573 -27.92546 30.01794 -0.04 -0.25 0.09 0.115
H -14.31887 -22.36335 27.83273 -0.02 0.28 0.20 0.067
H -21.98822 -17.85148 20.12794 -0.02 0.09 -0.46 0.126
H -19.04876 -14.87871 23.74716 0.64 0.04 0.24 0.072
H -16.09954 -24.80477 28.95409 0.21 0.27 0.25 0.092
H -17.12718 -17.83302 26.10532 0.34 -0.49 0.01 0.100
H -15.89602 -17.20065 18.68605 0.09 -0.05 0.70 0.060
H -22.74612 -23.85138 23.24250 -0.12 -0.20 0.31 0.115
H -23.01500 -18.86502 22.93051 -0.23 -0.28 0.34 0.042
H -19.13286 -21.30058 28.80740 0.50 -0.37 0.61 0.073
H -19.81026 -17.72356 28.78511 -0.25 -0.40 -0.24 0.096
H -19.46623 -16.90502 31.69083 -0.69 0.23 0.27 0.120
H -23.15235 -19.62737 25.41867 -0.43 -0.30 -0.40 0.066
H -14.57423 -21.03615 21.46626 0.31 0.25 0.36 0.102
H -12.47335 -16.54202 23.65824 0.09 0.35 -0.42 0.118
H -10.18635 -16.87584 23.98817 0.52 -0.10 -0.37 0.082
H -14.28205 -26.67191 29.12408 0.26 0.16 0.51 0.120
H -16.98110 -20.71223 25.13324 -0.31 -0.04 -0.04 0.062
H -22.31358 -22.74556 27.34526 0.51 -0.25 -0.12 0.081
H -22.17493 -14.67871 20.59721 -0.49 -0.37 -0.12 0.090
H -17.32736 -16.00787 21.04268 0.22 0.40 -0.08 0.024
H -16.12467 -18.22245 31.35411 0.03 -0.05 0.10 0.083
H -20.42581 -22.59694 22.61827 0.30 -0.17 -0.27 0.049
H -14.13784 -22.35377 22.61561 -0.17 0.56 -0.51 0.025
H -21.58517 -15.91987 24.28416 -0.42 -0.55 -0.14 0.061
H -15.69672 -15.61048 24.83706 -0.42 0.15 -0.40 0.048
H -18.86183 -21.41004 27.14230 0.07 -0.23 -0.42 0.062
H -21.71334 -16.53180 29.96859 -0.46 0.35 -0.35 0.088
H -12.87384 -17.79115 24.75561 -0.54 -0.41 0.13 0.123
H -17.36578 -26.43129 30.92287 -0.26 -0.08 0.23 0.073
H -25.00340 -19.44723 25.55180 0.16 -0.50 -0.51 0.091
H -22.03045 -14.50540 25.11441 -0.38 0.31 0.14 0.065
H -19.87143 -12.62866 25.93194 0.43 0.18 -0.28 0.072
H -16.43898 -11.80677 23.15824 0.99 -0.70 -0.38 0.114
H -17.16123 -25.54846 26.38281 -0.06 0.36 -0.33 0.074
H -15.09852 -19.37614 28.04210 0.19 -0.08 -0.04 0.060
H -22.12286 -21.30380 26.34972 -0.10 0.17 0.15 0.060
H -23.03310 -21.57553 29.83914 0.12 -0.74 0.32 0.102
H -24.23508 -22.14127 25.57622 -0.09 -0.16 0.07 0.053
H -18.10299 -12.76388 21.69424 0.02 -0.12 -0.26 0.130
H -24.17323 -23.76912 28.55062 -0.07 0.43 -0.59 0.127
H -16.42701 -16.14103 17.52660 -0.68 0.25 -0.17 0.074
H -19.23113 -18.54616 21.58749 0.41 -0.59 -0.08 0.047
H -12.97946 -18.05939 21.31151 0.16 -0.30 -0.14 0.070
H -14.26065 -21.41916 25.09070 -0.26 0.29 -0.56 0.093
H -25.89295 -22.48368 25.02965 -0.08 0.41 -0.02 0.069
H -21.50123 -21.31336 28.05475 0.53 -0.10 -0.22 0.073
H -17.24860 -26.98936 28.92308 -0.26 -0.07 -0.29 0.104
H -14.30059 -19.05234 29.60008 0.08 0.19 -0.07 0.069
H -25.24175 -22.70066 21.63914 -0.29 -0.16 -0.33 0.064
H -9.44981 -16.80416 25.59175 -0.31 0.01 0.21 0.088
H -20.22644 -19.74344 25.20171 -0.18 -0.09 -0.19 0.079
H -11.49608 -20.90715 22.63074 0.27 -0.42 0.33 0.075
H -13.08685 -20.57460 20.52513 0.34 -0.22 0.40 0.127
H -20.46926 -14.64532 20.25897 -0.06 0.48 -0.19 0.074
H -25.65344 -14.66133 23.89213 -0.08 0.11 -0.12 0.063
H -20.14484 -14.92044 26.32756 -0.13 -0.42 -0.23 0.093
H -17.92429 -23.27545 26.18280 -0.33 0.32 -0.14 0.087
H -19.01322 -19.00317 16.22398 -0.27 -0.43 0.21 0.079
H -13.37262 -14.85266 25.14703 -0.04 0.34 0.47 0.132
H -19.79680 -13.32897 23.61771 0.16 0.31 -0.04 0.065
H -16.52440 -18.34663 20.39713 -0.22 0.38 0.17 0.019
H -10.33216 -18.26127 25.03321 -0.28 -0.19 0.37 0.079
H -26.34909 -22.92329 22.82189 0.02 0.15 0.12 0.060
H -16.30556 -20.55903 23.51760 -0.68 0.07 -0.42 0.054
H -15.62130 -19.71603 24.78378 0.05 0.69 0.34 0.056
H -20.60955 -23.60111 24.04796 -0.25 -0.15 0.19 0.047
H -24.80187 -23.78918 25.12231 0.42 -0.12 0.04 0.084
H -14.19011 -18.60405 22.48287 -0.03 -0.48 -0.12 0.044
H -17.85516 -11.60080 23.89814 -1.13 -0.10 -0.02 0.111
H -18.27639 -15.41035 19.09721 -0.89 0.06 -0.82 0.126
H -20.93486 -18.79304 26.53620 -0.22 -0.41 0.05 0.075
H -14.27755 -23.07249 25.36041 0.55 -0.79 0.05 0.108
H -15.02405 -17.07835 26.64005 0.34 -0.27 -0.44 0.055
H -24.55297 -20.80337 29.51098 -0.39 -0.23 0.26 0.119
H -23.57321 -16.36189 26.01051 -0.47 -0.38 0.65 0.115
H -23.86737 -15.96872 23.16013 -0.15 -0.30 -0.25 0.109
H -21.40117 -15.58701 19.17882 -0.65 -0.24 -0.04 0.093
H -26.81986 -22.09158 29.16940 0.37 -0.06 0.31 0.073
H -21.90797 -14.52393 23.35882 -0.46 0.16 -0.13 0.051
H -14.18698 -23.32480 20.38637 0.01 0.21 0.08 0.065
H -15.10865 -11.97592 25.16756 0.05 -0.10 -0.35 0.088
H -26.65458 -23.65802 28.31348 -0.13 -0.22 0.62 0.069
H -25.34204 -22.95629 31.07921 -0.08 0.23 -0.12 0.064
H -21.11352 -19.83837 30.57286 -0.09 -0.36 -0.09 0.085
H -18.89349 -16.42136 29.41737 0.18 -0.03 0.45 0.104
H -17.54876 -20.79131 28.08437 0.11 0.02 0.34 0.066
H -15.54362 -20.26523 29.52006 -0.24 0.00 -0.16 0.070
H -21.50861 -16.52324 27.49952 0.25 -0.28 -0.40 0.092
H -24.51941 -21.39257 23.26092 0.15 0.45 0.33 0.119
H -13.79642 -23.74984 23.04629 0.27 -0.93 0.08 0.046
H -14.53051 -17.30524 21.43305 -0.21 0.07 -0.27 0.061
H -11.86160 -23.05089 24.11605 0.39 0.38 0.55 0.128
H -16.44130 -19.89563 20.00665 -0.96 -0.42 0.10 0.077
H -16.60543 -11.29299 25.80192 -0.34 0.10 -0.19 0.082
H -16.01459 -14.17657 21.88468 0.03 0.69 -0.26 0.087
H -12.92672 -20.22047 23.31601 -0.48 -0.32 -0.08 0.042
H -20.03713 -11.46439 27.26913 -0.45 -0.22 0.15 0.088
H -18.15983 -25.13106 27.76633 -0.17 -0.22 0.13 0.093
H -25.26837 -16.46816 25.26337 -0.10 0.05 0.80 0.123
H -14.29165 -23.20399 18.61316 -0.24 -0.16 0.11 0.080
H -21.03668 -17.96291 22.97554 0.71 0.68 -0.09 0.106
H -18.79218 -16.59774 20.91860 -0.39 -0.13 0.28 0.045
H -15.89515 -27.40097 27.77139 -0.56 -0.31 -0.16 0.119
H -13.65462 -16.15209 27.31549 -0.04 -0.22 0.32 0.072
H -15.11368 -16.81408 23.96279 -0.28 -0.29 -0.19 0.032
H -18.41417 -19.17312 23.62937 -0.49 -0.32 0.50 0.101
H -19.93539 -20.14381 22.12025 0.18 0.24 0.28 0.064
H -22.09177 -15.02584 28.20274 -0.12 0.11 -0.49 0.118
H -16.56066 -18.51190 22.51075 0.69 -0.33 -0.31 0.017
H -16.71453 -15.04223 22.94698 -0.23 -0.24 0.41 0.038
H -19.21298 -18.46454 31.12043 -0.12 -0.36 -0.50 0.097
H -19.89647 -22.00432 24.17215 -0.36 0.36 0.26 0.062
```
Forces are in eV/Å.

Its HOMO-LUMO gap (spin up / spin down) is 1.2707 / 8.7478 eV. As for the expectation value of S²: 0.75. Its net charge is -1. The multiplicity is 2.

---

[2]
The molecule C4H5NO2. Source: the Open Molecules 2025 dataset; level of theory: the ωB97M-V functional and the def2-TZVPD basis.

```
12
Properties=species:S:1:pos:R:3:forces:R:3:lowdin_charge:R:1
O 0.46469 -1.17268 -1.02169 -0.02 0.02 -0.14 -0.009
O -1.72959 -1.62636 -0.89587 0.67 -0.22 0.21 0.092
N -0.39119 0.46899 0.85611 -0.20 0.39 -0.42 -0.021
C -0.65919 -1.63838 -0.36480 -0.47 -0.01 -0.19 -0.349
C -1.02251 1.42946 0.32929 -0.07 -0.06 0.07 -0.003
C 1.37018 -0.35958 -0.37734 0.19 0.12 0.25 -0.127
C 1.00477 0.48529 0.58608 0.11 -0.09 -0.15 -0.140
H -2.07661 1.30096 0.09862 -0.21 0.27 0.58 0.085
H -0.52233 2.34540 -0.00111 -0.04 -0.09 -0.25 0.089
H 1.65907 1.23969 1.01590 0.01 -0.30 0.00 0.114
H 2.34963 -0.37862 -0.83860 -0.07 -0.15 0.21 0.119
H -0.44691 -2.09416 0.61343 0.09 0.10 -0.17 0.149
```
Forces are in eV/Å.

Its HOMO-LUMO gap is 9.7093 eV.

---

For each record above, in turn, the calculated energy values are -106947.8904; -9811.7542 eV.